# 1
Entry from the Open Molecules 2025 dataset: a 2-piece molecular cluster, C2H8Br2Si3 overall (the ωB97M-V functional and the def2-TZVPD basis).

As for the energy relative to the best compared isomer or geometry (same formula, charge and spin): 0.0 kcal/mol. The value obtained for the LUMO energy (spin up / spin down) is -0.1 / -3.8 eV. As for the total charge: 0. The calculation puts the frontier orbital gap (spin up / spin down) at 7.12 / 5.63 eV. The multiplicity is 3.

Element x y z (Å)
C -1.2885 0.5375 0.0401
C 1.6387 0.4395 -0.4038
Si 0.1816 1.6286 -0.4994
Si -0.9321 -1.2311 0.4428
Si 1.2971 -0.8625 1.0313
Br 2.1573 -2.9751 0.4206
Br -4.3794 -1.3662 -0.2359
H -1.7169 0.8779 0.8928
H -2.0367 0.4015 -0.7695
H 1.6090 -0.3136 -1.1560
H 2.6339 0.8241 -0.3285
H 0.1268 2.0840 -1.9057
H 0.4271 2.6720 0.3682
H -1.8641 -2.1901 -0.1392
H 2.1461 -0.5266 2.2421

Want to see where the charge sits? The natural (NBO) charges in e are: number 1, C, carries -1.371; number 2, C, carries -1.294; number 3, Si, carries 1.166; number 4, Si, carries 0.615; number 5, Si, carries 0.828; number 6, Br, carries -0.380; number 7, Br, carries -0.013; number 8, H, carries 0.259; number 9, H, carries 0.276; number 10, H, carries 0.259; number 11, H, carries 0.261; number 12, H, carries -0.162; number 13, H, carries -0.188; number 14, H, carries -0.131; number 15, H, carries -0.123

# 2
Entry from the Open Molecules 2025 dataset: C12H20BCl2IN2O5S2Zn as an isolated structure (the ωB97M-V functional and the def2-TZVPD basis).

The value obtained for the LUMO energy is -12.1 eV. As for the total charge: +2. The calculation puts the frontier orbital gap at 2.32 eV. The multiplicity is 1.

Element x y z (Å)
C -4.4634 -1.2497 -2.9785
C -3.0325 -1.7042 -2.7654
S -2.2970 -0.9414 -1.3232
C -0.5728 -1.3571 -1.3712
C 0.2711 -0.1235 -0.9451
C 0.5925 0.7744 -2.1867
Cl -0.4468 0.3912 -3.6074
C 0.6901 2.3230 -2.1407
C -0.5191 3.1438 -2.6054
Cl 1.4322 2.9571 -0.6526
C -0.3214 0.3502 0.3845
I -1.8943 1.7657 0.1974
C 0.6709 0.6564 1.5328
C 0.0032 1.3571 2.7106
C 1.3004 -0.6671 1.9894
O 0.2517 -1.3790 2.7557
C 0.5245 -1.5462 4.0063
N 0.5600 -1.4926 5.1716
B 2.7259 -0.4532 2.7958
N 2.9687 0.6832 3.6241
O 3.7021 -1.3783 2.5450
O 1.5530 -1.5735 0.8977
S 1.8818 -0.8965 -0.5033
O 2.8881 0.0970 -0.4112
O 2.1115 -1.9490 -1.4221
H -4.5437 -0.1839 -3.1521
H -5.1135 -1.5671 -2.1721
H -4.8097 -1.7515 -3.8754
H -2.4120 -1.4719 -3.6272
H -2.9833 -2.7861 -2.6141
H -0.4272 -2.1255 -0.6049
H -0.2153 -1.8038 -2.2879
H 1.5569 0.4397 -2.5466
H 1.4239 2.5542 -2.9015
H -0.4544 3.3076 -3.6722
H -0.5084 4.1175 -2.1306
H -1.4746 2.6841 -2.3919
H -0.8589 -0.5103 0.7829
H 1.4976 1.2830 1.2216
H 0.6138 1.2763 3.6027
H -0.0681 2.4198 2.5011
H -0.9581 0.9207 2.9585
H 3.9677 0.7008 3.8136
H 2.5388 0.6179 4.5436
H 3.6786 -2.1411 3.1300
Zn -1.0307 -3.7683 3.7243

Want to see where the charge sits? The natural (NBO) charges in e are: number 1, C, carries -0.629; number 2, C, carries -0.560; number 3, S, carries 0.679; number 4, C, carries -0.613; number 5, C, carries -0.316; number 6, C, carries -0.212; number 7, Cl, carries 0.003; number 8, C, carries -0.230; number 9, C, carries -0.636; number 10, Cl, carries -0.007; number 11, C, carries -0.348; number 12, I, carries 0.644; number 13, C, carries -0.334; number 14, C, carries -0.631; number 15, C, carries 0.255; number 16, O, carries -0.530; number 17, C, carries 0.459; number 18, N, carries -0.306; number 19, B, carries 1.062; number 20, N, carries -1.099; number 21, O, carries -0.904; number 22, O, carries -0.700; number 23, S, carries 2.400; number 24, O, carries -0.881; number 25, O, carries -0.887; number 26, H, carries 0.235; number 27, H, carries 0.236; number 28, H, carries 0.264; number 29, H, carries 0.265; number 30, H, carries 0.285; number 31, H, carries 0.277; number 32, H, carries 0.307; number 33, H, carries 0.270; number 34, H, carries 0.254; number 35, H, carries 0.249; number 36, H, carries 0.252; number 37, H, carries 0.201; number 38, H, carries 0.231; number 39, H, carries 0.300; number 40, H, carries 0.259; number 41, H, carries 0.250; number 42, H, carries 0.216; number 43, H, carries 0.418; number 44, H, carries 0.420; number 45, H, carries 0.526; number 46, Zn, carries 0.606

# 3
Entry from the Open Molecules 2025 dataset: a 2-piece molecular cluster, C4H11N2 overall (the ωB97M-V functional and the def2-TZVPD basis).

As for the energy relative to the best compared isomer or geometry (same formula, charge and spin): 63.1 kcal/mol. The value obtained for the LUMO energy is -5.3 eV. As for the total charge: +1. The calculation puts the frontier orbital gap at 7.80 eV. The multiplicity is 1.

Element x y z (Å)
C -0.4760 1.2639 -2.3828
C -0.7255 1.5632 -0.9228
C -2.0120 0.3446 0.7847
N -1.2387 0.3571 -0.2183
H 0.2900 0.4954 -2.4963
H -1.3739 0.9354 -2.8983
H -0.1006 2.1602 -2.8682
H 0.1948 1.8383 -0.4103
H -1.4485 2.3572 -0.7408
H -2.2652 -0.5955 1.2566
H -2.4250 1.2788 1.1393
H -0.8442 -0.5289 -0.5316
C 2.2227 -1.9716 0.9546
N 2.3521 -1.8189 2.1997
H 2.3215 -2.9598 0.5197
H 2.0076 -1.1418 0.2777
H 2.2425 -0.8377 2.4617

Want to see where the charge sits? The natural (NBO) charges in e are: number 1, C, carries -0.635; number 2, C, carries -0.232; number 3, C, carries 0.138; number 4, N, carries -0.374; number 5, H, carries 0.226; number 6, H, carries 0.235; number 7, H, carries 0.263; number 8, H, carries 0.239; number 9, H, carries 0.231; number 10, H, carries 0.241; number 11, H, carries 0.229; number 12, H, carries 0.438; number 13, C, carries -0.062; number 14, N, carries -0.553; number 15, H, carries 0.177; number 16, H, carries 0.114; number 17, H, carries 0.326

# 4
Entry from the Open Molecules 2025 dataset: one molecule with the formula C20H16F3N3O3 (the ωB97M-V functional and the def2-TZVPD basis).

The value obtained for the LUMO energy is 0.0 eV. As for the total charge: 0. The calculation puts the frontier orbital gap at 9.55 eV. The multiplicity is 1.

Element x y z (Å)
C -6.2189 2.5613 3.2790
O 1.4310 -2.4989 -2.0553
O -0.4595 3.4013 -2.3239
F 2.6791 -3.8204 3.9916
F 3.7528 -1.9348 3.6726
F 4.1242 -3.2605 2.2789
N -5.3846 1.9003 2.7701
O -1.1808 -0.4991 0.1311
C 0.9508 -1.6377 -1.2667
C 0.2509 2.4373 -2.4850
C -3.1644 1.9337 2.0094
C -4.5515 0.0339 1.4689
C -2.0877 1.2668 1.3365
C -3.4387 -0.6711 0.8710
C -0.2297 -1.2915 2.3056
C 0.8777 -1.8107 3.0225
C 1.8830 -2.4839 0.9251
C -4.4361 1.2899 2.0551
C -2.1802 -0.0209 0.8561
C -0.1870 -1.2555 0.8914
C 0.8905 -1.7780 0.2227
C 1.9452 -2.2892 2.3156
N 1.5269 2.8010 -2.1766
N 0.8741 -0.4101 -1.7354
C 3.1223 -2.8975 3.1060
C 0.0030 1.1666 -3.3601
C 2.6246 1.8929 -2.4562
C 2.3307 0.7000 -3.4488
C 0.9804 0.0359 -3.1517
H -3.0613 2.9671 2.4328
H -5.4247 -0.6334 1.3883
H -1.2119 1.8238 1.3919
H -3.3248 -1.6213 0.4134
H -0.9984 -0.8897 2.8169
H 0.8580 -1.8206 4.1037
H 2.6828 -2.9253 0.2634
H 1.5951 3.5606 -1.5295
H 0.4313 0.2352 -1.0300
H -0.9230 0.9011 -2.8683
H 0.0222 1.2969 -4.4804
H 3.0191 1.3793 -1.5417
H 3.3514 2.5121 -2.7926
H 3.1241 0.0006 -3.2786
H 2.3892 1.1193 -4.4932
H 0.7426 -0.7670 -3.8458

Want to see where the charge sits? The natural (NBO) charges in e are: number 1, C, carries 0.334; number 2, O, carries -0.642; number 3, O, carries -0.611; number 4, F, carries -0.313; number 5, F, carries -0.310; number 6, F, carries -0.328; number 7, N, carries -0.533; number 8, O, carries -0.508; number 9, C, carries 0.650; number 10, C, carries 0.656; number 11, C, carries -0.147; number 12, C, carries -0.190; number 13, C, carries -0.250; number 14, C, carries -0.227; number 15, C, carries -0.217; number 16, C, carries -0.167; number 17, C, carries -0.121; number 18, C, carries 0.065; number 19, C, carries 0.273; number 20, C, carries 0.299; number 21, C, carries -0.177; number 22, C, carries -0.155; number 23, N, carries -0.611; number 24, N, carries -0.596; number 25, C, carries 0.978; number 26, C, carries -0.513; number 27, C, carries -0.217; number 28, C, carries -0.409; number 29, C, carries -0.046; number 30, H, carries 0.236; number 31, H, carries 0.240; number 32, H, carries 0.223; number 33, H, carries 0.234; number 34, H, carries 0.219; number 35, H, carries 0.235; number 36, H, carries 0.270; number 37, H, carries 0.410; number 38, H, carries 0.404; number 39, H, carries 0.241; number 40, H, carries 0.257; number 41, H, carries 0.174; number 42, H, carries 0.198; number 43, H, carries 0.232; number 44, H, carries 0.214; number 45, H, carries 0.244

# 5
Entry from the Open Molecules 2025 dataset: C17H27BLuNO4P2 as an isolated structure (the ωB97M-V functional and the def2-TZVPD basis).

As for the energy relative to the best compared isomer or geometry (same formula, charge and spin): 0.0 kcal/mol. The value obtained for the LUMO energy (spin up / spin down) is -5.9 / -6.2 eV. As for the total charge: +2. The calculation puts the frontier orbital gap (spin up / spin down) at 5.67 / 4.60 eV. The multiplicity is 1.

Element x y z (Å)
Lu 1.0431 -0.1284 -0.2435
P -1.4152 -1.5364 -1.6804
C -0.3491 -0.4453 -2.7304
C -0.5873 1.0368 -2.4877
N -0.1642 1.4739 -1.2726
C -0.3782 2.7641 -0.8999
C -0.9843 3.6515 -1.7704
C -1.3698 3.2257 -3.0388
C -1.1768 1.8938 -3.3981
C 0.0342 3.1656 0.4994
P 1.3251 2.0710 1.2646
H -1.4797 1.4941 -4.3664
H -1.1395 4.6791 -1.4369
H -1.8236 3.9207 -3.7422
H 0.3974 4.2060 0.5004
H -0.8434 3.1237 1.1714
H 0.7909 -0.7153 -2.5600
H -0.5982 -0.7093 -3.7733
H 3.5858 -0.1249 -1.1909
O 2.6160 -0.3301 -1.7258
H 2.7163 -0.0198 -2.6512
H 4.0576 -0.3403 0.6265
O 4.3940 0.1967 -0.1322
H 5.3701 0.1073 -0.1358
C 2.8259 3.0624 0.9441
H 2.7203 4.0596 1.3950
H 3.6997 2.5636 1.3857
H 2.9956 3.1765 -0.1349
C 1.0615 2.3966 3.0328
H 1.6469 1.6691 3.6112
H 1.3825 3.4108 3.3118
H 0.0012 2.2689 3.2886
C -3.1313 -1.2847 -2.2077
H -3.2641 -1.5765 -3.2600
H -3.7832 -1.9019 -1.5717
H -3.4132 -0.2306 -2.0831
C -0.9299 -3.2275 -2.1455
H -0.9455 -3.8515 -1.2414
H -1.6418 -3.6346 -2.8771
H 0.0814 -3.2458 -2.5740
O -2.2917 -1.4473 1.2023
B -1.2932 -1.3218 0.2349
O 0.0117 -1.5645 0.9312
C -0.3484 -2.2041 2.1222
C 0.4148 -3.0780 2.8707
C -0.2687 -3.8234 3.8415
C -1.6342 -3.6244 4.0703
C -2.3799 -2.7175 3.3127
C -1.7163 -2.0565 2.2888
H 1.4804 -3.1867 2.6684
H 0.2746 -4.5655 4.4276
H -2.1386 -4.1918 4.8542
H -3.4376 -2.5330 3.4758

Want to see where the charge sits? The natural (NBO) charges in e are: number 1, Lu, carries 1.373; number 2, P, carries 1.195; number 3, C, carries -0.778; number 4, C, carries 0.199; number 5, N, carries -0.643; number 6, C, carries 0.246; number 7, C, carries -0.218; number 8, C, carries -0.113; number 9, C, carries -0.232; number 10, C, carries -0.746; number 11, P, carries 0.758; number 12, H, carries 0.246; number 13, H, carries 0.252; number 14, H, carries 0.256; number 15, H, carries 0.263; number 16, H, carries 0.273; number 17, H, carries 0.250; number 18, H, carries 0.296; number 19, H, carries 0.539; number 20, O, carries -1.071; number 21, H, carries 0.521; number 22, H, carries 0.516; number 23, O, carries -0.914; number 24, H, carries 0.530; number 25, C, carries -0.916; number 26, H, carries 0.254; number 27, H, carries 0.258; number 28, H, carries 0.247; number 29, C, carries -0.922; number 30, H, carries 0.263; number 31, H, carries 0.261; number 32, H, carries 0.259; number 33, C, carries -0.934; number 34, H, carries 0.268; number 35, H, carries 0.290; number 36, H, carries 0.271; number 37, C, carries -0.958; number 38, H, carries 0.276; number 39, H, carries 0.279; number 40, H, carries 0.255; number 41, O, carries -0.634; number 42, B, carries 0.401; number 43, O, carries -0.792; number 44, C, carries 0.239; number 45, C, carries -0.256; number 46, C, carries -0.199; number 47, C, carries -0.182; number 48, C, carries -0.218; number 49, C, carries 0.223; number 50, H, carries 0.234; number 51, H, carries 0.243; number 52, H, carries 0.244; number 53, H, carries 0.247

# 6
Entry from the Open Molecules 2025 dataset: CHF2O3P as an isolated structure (the ωB97M-V functional and the def2-TZVPD basis).

As for the energy relative to the best compared isomer or geometry (same formula, charge and spin): 30.3 kcal/mol. The value obtained for the LUMO energy is 7.5 eV. As for the total charge: -2. The calculation puts the frontier orbital gap at 6.93 eV. The multiplicity is 1.

Element x y z (Å)
C 0.7382 0.2588 0.2070
O -1.1108 -0.4367 -1.6145
O -1.9958 0.6741 0.5448
O -0.7730 -1.5869 0.6385
F 1.7740 1.2335 -0.8554
F 1.0767 0.6905 1.3929
P -0.9987 -0.2462 -0.1533
H 1.2894 -0.5871 -0.1599

Want to see where the charge sits? The natural (NBO) charges in e are: number 1, C, carries 0.223; number 2, O, carries -1.223; number 3, O, carries -1.242; number 4, O, carries -1.229; number 5, F, carries -0.627; number 6, F, carries -0.339; number 7, P, carries 2.301; number 8, H, carries 0.136

Look up the multiplicity of the second one.
1

Which formula does entry 2 have?
C12H20BCl2IN2O5S2Zn